# C3H19N8Si

2 unconnected molecules or ions with the total composition C3H19N8Si at a distorted geometry (ωB97M-V/def2-TZVPD, the OMol25 dataset).

XYZ file:
```
31
Properties=species:S:1:pos:R:3:forces:R:3
C 0.321 -1.469 -0.157 -0.9 -3.1 0.5
C -0.545 -1.143 1.194 0.3 1.1 -2.7
C -1.387 0.126 0.731 1.8 -0.9 0.1
N 1.172 -0.302 -0.465 0.3 -1.1 2.0
N 0.456 -0.708 2.132 -0.8 1.9 1.4
N -1.369 -2.262 1.519 -3.0 3.4 -1.9
N -2.307 -0.316 -0.241 -3.0 1.3 -1.0
N 2.992 0.421 -2.418 -0.9 1.7 2.6
N -0.477 1.730 -1.682 -2.7 -1.0 1.8
N 1.188 2.007 0.852 0.2 -0.6 1.8
N -2.000 0.825 1.801 0.5 1.4 0.4
Si 0.050 1.176 -0.150 0.5 -0.4 0.4
H 0.892 -2.400 0.147 0.1 1.2 -0.4
H -0.254 -1.878 -1.067 0.5 1.3 1.5
H 1.826 -0.308 0.366 -0.7 0.4 -1.0
H 1.795 -0.409 -1.295 -0.5 0.6 -0.4
H 0.806 -1.535 2.519 1.1 -1.3 1.0
H 3.609 -0.211 -2.910 0.4 0.8 0.1
H -1.009 -2.916 2.107 1.1 -2.1 2.1
H -2.300 -1.866 1.823 1.4 -1.3 -0.1
H -2.308 -1.260 -0.530 0.2 -1.0 -0.1
H -3.296 0.001 -0.109 1.5 -0.3 -0.1
H 2.590 1.218 -2.907 0.3 -0.8 -0.8
H 3.279 0.918 -1.508 0.6 -1.6 -2.0
H -1.525 1.877 -1.620 1.4 -0.8 -0.3
H -0.194 2.558 -2.090 1.4 1.9 -1.0
H 1.378 1.422 1.729 -0.3 0.9 -1.8
H 1.341 2.967 1.155 -0.5 -0.2 -0.7
H -1.854 1.840 1.645 -1.1 -1.1 0.9
H 0.097 -0.129 2.962 0.1 -1.1 -1.8
H -2.934 0.491 2.079 0.7 0.7 -0.3
```
Forces are in eV/Å.

Properties
HOMO-LUMO gap	9.1	eV
LUMO energy	-2.63	eV
HOMO energy	-11.7	eV
2S+1	1
relative energy (zero: lowest compared OMol25 entry of this formula, charge and spin)	185.5	kJ/mol
charge	+1

Which charges does natural (NBO) predict for the atoms? In e, they are: -0.2829 0.2612 -0.0961 -0.9290 -0.9053 -0.8539 -0.8972 -1.1265 -1.2740 -1.3512 -0.8762 1.9913 0.2147 0.2434 0.4454 0.4828 0.3721 0.4117 0.3785 0.3773 0.3940 0.3878 0.3908 0.3838 0.4188 0.4044 0.4243 0.4283 0.3877 0.4075 0.3867



# C3H19NO9

8 unconnected molecules or ions with the total composition C3H19NO9 at a distorted geometry (ωB97M-V/def2-TZVPD, the OMol25 dataset).

XYZ file:
```
32
Properties=species:S:1:pos:R:3:forces:R:3
O 1.633 -2.812 0.120 0.3 -0.4 0.5
C 1.359 -2.029 1.000 -1.0 0.4 -1.6
N 1.835 -0.713 0.857 -0.8 -0.6 1.4
C 1.861 0.237 1.861 1.3 0.5 -1.5
O 2.322 1.329 1.611 -0.5 0.1 0.7
C 0.306 -2.342 2.037 0.9 0.2 -0.2
H 2.164 -0.446 -0.064 0.3 0.0 0.0
H 1.591 -0.094 2.866 -0.3 0.0 0.0
H 0.455 -1.684 2.886 -0.3 -0.5 0.5
H -0.693 -2.167 1.645 0.1 0.3 -0.3
H 0.403 -3.407 2.194 0.0 -0.1 0.7
H -3.976 1.562 1.089 0.0 0.4 -0.1
H -3.383 1.871 -0.270 -0.2 0.0 0.1
O -4.016 1.283 0.163 -0.2 0.0 -0.1
H -2.814 0.148 0.917 0.4 -0.3 -0.2
H -1.423 -0.139 0.326 -0.3 -0.2 0.0
O -1.937 -0.212 1.150 0.2 -0.1 0.2
H -1.545 -0.781 -1.954 -0.3 0.4 0.1
H -0.141 -0.919 -1.508 0.2 0.6 -0.1
O -0.889 -0.273 -1.456 0.0 -0.9 0.0
H 1.667 -2.163 -2.733 0.0 -0.1 0.2
H 1.934 -0.652 -2.409 -0.1 -0.2 0.0
O 1.326 -1.405 -2.251 0.2 0.1 -0.5
H -0.318 1.380 -2.009 -0.2 -0.2 -0.5
H -0.005 2.022 -3.408 -0.1 -0.2 0.0
O 0.085 2.141 -2.460 0.4 0.5 0.4
H -2.066 1.856 2.720 0.2 -0.1 -0.1
H -1.551 2.202 1.326 0.3 -0.3 0.1
O -2.178 2.479 1.996 -0.4 0.6 0.3
H 3.444 1.315 -2.267 0.0 0.1 0.1
H 1.919 1.538 -1.963 0.0 0.2 -0.2
O 2.630 0.877 -2.011 0.1 -0.1 0.1
```
Forces are in eV/Å.

Properties
SMILES	CC(=O)NC=O.O.O.O.O.O.O.O
HOMO-LUMO gap	10.1	eV
LUMO energy	0.23	eV
HOMO energy	-9.9	eV
2S+1	1
relative energy (zero: lowest compared OMol25 entry of this formula, charge and spin)	0.0	kJ/mol

Which charges does natural (NBO) predict for the atoms? In e, they are: -0.5745 0.6937 -0.6709 0.5320 -0.5731 -0.7236 0.4421 0.1299 0.2099 0.2794 0.2419 0.4919 0.4767 -0.9448 0.4872 0.4890 -1.0198 0.4879 0.5216 -1.0004 0.4909 0.5108 -0.9965 0.5046 0.4771 -0.9860 0.4823 0.4799 -0.9581 0.4923 0.5181 -0.9916



# C3H2

A molecular structure, C3H2 at a distorted geometry (ωB97M-V/def2-TZVPD, the OMol25 dataset).

XYZ file:
```
5
Properties=species:S:1:pos:R:3:forces:R:3
C -0.784 0.088 0.102 -1.2 -0.2 -0.4
C -2.022 -0.181 -0.128 0.3 0.2 0.2
C 0.507 0.167 0.006 1.6 -6.2 1.1
H 1.214 -1.071 0.163 -2.1 4.1 -0.5
H 1.084 0.997 -0.143 1.4 2.0 -0.4
```
Forces are in eV/Å.

Properties
HOMO-LUMO gap	8.4	eV
LUMO energy	-1.71	eV
HOMO energy	-10.1	eV
2S+1	1
relative energy (zero: lowest compared OMol25 entry of this formula, charge and spin)	105.1	kJ/mol

Which charges does natural (NBO) predict for the atoms? In e, they are: -0.4599 0.1794 -0.1215 0.2021 0.1999



# C3H21N2O9

8 unconnected molecules or ions with the total composition C3H21N2O9 at a distorted geometry (ωB97M-V/def2-TZVPD, the OMol25 dataset).

XYZ file:
```
35
Properties=species:S:1:pos:R:3:forces:R:3
C -1.039 0.120 -2.155 -0.7 -0.6 -2.2
N -0.809 -1.084 -1.452 0.3 -1.9 1.7
C -0.139 -1.027 -0.203 0.5 0.2 1.3
O 0.132 0.171 0.343 -0.4 -1.4 -1.9
O 0.158 -2.056 0.424 -0.3 0.0 -1.0
C -2.515 0.304 -2.569 -0.4 -1.2 -3.3
N -3.570 -0.028 -1.623 0.4 -0.5 1.2
H -0.391 0.121 -3.050 -0.4 0.1 -0.2
H -0.697 0.942 -1.610 0.2 1.1 1.2
H -1.176 -2.039 -1.805 1.2 2.5 1.1
H -2.687 1.326 -2.985 0.3 -0.5 0.6
H -2.640 -0.363 -3.580 0.0 1.2 2.3
H -3.294 0.450 -0.707 -0.8 -1.2 -1.3
H -3.770 -1.076 -1.548 0.8 2.2 0.2
H 0.115 1.954 1.407 -0.4 1.3 2.0
H 0.089 1.651 2.898 -0.2 0.7 -0.3
O -0.116 2.399 2.299 0.7 -1.4 -1.5
H 1.188 1.219 -0.868 0.8 0.4 0.5
H 2.620 1.090 -0.402 1.2 -1.3 0.8
O 2.037 1.712 -0.773 -1.6 1.2 -1.3
H 2.747 -1.513 2.212 1.9 -1.7 -0.8
H 2.532 -2.964 1.840 1.0 0.4 -0.1
O 3.304 -2.344 1.915 -3.3 1.4 1.4
H 3.476 -1.542 -0.975 -12.2 6.5 -10.2
H 3.660 -1.994 0.388 0.4 0.0 -0.5
O 4.036 -1.841 -0.512 12.1 -6.4 10.0
H -1.928 2.364 0.957 0.5 5.4 6.6
H -1.207 1.199 0.508 -2.6 1.3 -1.4
O -2.049 1.851 0.286 1.7 -6.8 -5.7
H -1.875 -0.679 1.200 0.5 0.2 1.7
H -0.759 -0.664 2.306 -0.2 -0.2 -0.6
O -1.704 -0.522 2.166 -0.9 -0.3 -0.5
H 1.529 0.528 1.435 0.3 0.5 0.1
H 2.556 1.595 2.094 0.1 1.4 -0.6
O 2.187 0.739 2.140 -0.4 -2.5 0.5
```
Forces are in eV/Å.

Properties
HOMO-LUMO gap	9.4	eV
LUMO energy	3.15	eV
HOMO energy	-6.3	eV
2S+1	1
charge	-1

Which charges does natural (NBO) predict for the atoms? In e, they are: -0.2493 -0.6796 0.8797 -0.9402 -0.7418 -0.2038 -0.8831 0.1683 0.2291 0.4073 0.1934 0.1478 0.4087 0.3564 0.4871 0.4780 -0.9676 0.4943 0.4642 -0.9729 0.5119 0.4880 -0.9534 0.4191 0.4845 -0.9543 0.4600 0.4999 -1.0092 0.4727 0.4808 -0.9520 0.5160 0.4823 -1.0221



# C3H22NO9S

8 unconnected molecules or ions with the total composition C3H22NO9S at a distorted geometry (ωB97M-V/def2-TZVPD, the OMol25 dataset).

XYZ file:
```
36
Properties=species:S:1:pos:R:3:forces:R:3
O -1.784 1.714 -2.548 0.1 0.4 0.8
C -2.286 0.938 -1.777 1.2 -2.0 -1.0
O -3.611 0.670 -1.759 -0.1 1.0 0.4
C -1.470 -0.298 -1.145 -1.9 -0.8 -0.7
C -1.950 -1.462 -2.034 -0.6 -1.3 -1.9
S -1.215 -3.065 -1.666 0.4 -0.7 1.6
N 0.025 -0.172 -1.174 -3.2 0.0 2.6
H -4.079 1.374 -2.276 0.6 -0.7 0.5
H -1.864 -0.567 -0.163 0.5 0.6 0.0
H -2.996 -1.735 -1.774 0.5 1.1 -0.5
H -1.833 -1.411 -3.191 -0.4 0.7 2.1
H -0.674 -3.429 -2.806 0.4 0.2 -0.8
H 0.536 -0.913 -0.551 -1.1 1.4 -1.4
H 0.220 -0.267 -2.155 1.3 0.6 -0.5
H 0.128 0.767 -0.674 0.8 -0.9 -1.1
H 1.032 4.209 0.608 -0.1 -0.4 -0.1
H 0.305 3.312 -0.380 -0.4 0.0 -1.2
O 0.624 3.331 0.507 0.8 0.7 1.3
H 1.934 -3.403 1.923 0.1 -0.3 -0.2
H 0.402 -3.319 1.880 0.0 0.0 -0.1
O 1.182 -2.965 2.323 -0.1 0.4 0.2
H 1.601 0.888 -3.349 0.6 0.0 1.0
H 1.914 1.643 -2.026 0.1 -0.3 -0.1
O 1.979 0.760 -2.438 0.0 0.6 -1.5
H 1.891 0.551 1.018 -0.1 0.6 1.2
H 2.168 -0.980 0.677 0.2 -0.8 0.8
O 1.995 -0.107 0.347 0.5 0.2 -1.3
H 2.756 -0.641 2.535 0.8 -0.6 0.5
H 3.436 -0.736 4.025 0.5 -0.6 -0.4
O 2.778 -0.359 3.455 -1.4 1.2 0.1
H -0.503 0.459 4.039 -0.4 0.2 0.1
H 0.724 -0.067 3.402 1.2 -0.5 0.0
O -0.106 0.336 3.174 -0.6 0.1 0.3
H -1.403 2.359 1.123 0.5 -1.2 -0.2
H -0.683 1.184 1.826 0.3 -0.2 0.5
O -1.171 1.401 1.025 -1.1 1.4 -0.7
```
Forces are in eV/Å.

Properties
HOMO-LUMO gap (spin up / spin down)	2.8 / 9.5	eV
LUMO energy (spin up / spin down)	0.23 / 0.10	eV
HOMO energy (spin up / spin down)	-2.6 / -9.4	eV
2S+1	2
relative energy (zero: lowest compared OMol25 entry of this formula, charge and spin)	322.6	kJ/mol

Which charges does natural (NBO) predict for the atoms? In e, they are: -0.6083 0.7702 -0.6860 -0.2117 -0.6044 -0.0940 -0.8518 0.5070 0.2620 0.2514 0.2423 0.1173 0.4414 0.4258 0.4510 0.4676 0.4530 -0.9960 0.4469 0.4712 -0.9889 0.4425 0.4506 -1.0213 0.4842 0.4407 -1.0211 0.4757 0.4915 -0.9960 0.4772 0.5054 -0.9742 0.4829 0.5056 -1.0095



# C3H23N3O10

9 unconnected molecules or ions with the total composition C3H23N3O10 at a distorted geometry (ωB97M-V/def2-TZVPD, the OMol25 dataset).

XYZ file:
```
39
Properties=species:S:1:pos:R:3:forces:R:3
O -1.575 -0.038 0.410 0.3 0.4 0.2
C -0.867 0.365 1.344 -0.9 -0.7 -0.4
N -1.079 -0.070 2.590 0.3 0.8 0.2
C 0.276 1.339 1.127 -0.3 -0.7 -1.2
N 0.870 1.155 -0.197 0.0 0.3 1.1
C 0.920 2.152 -1.139 0.1 -1.2 0.0
N -0.013 3.147 -1.078 0.3 0.3 -0.4
O 1.757 2.073 -2.039 -0.1 0.5 0.0
H -1.863 -0.658 2.815 0.0 -0.1 -0.2
H -0.369 0.106 3.287 -0.1 -0.3 0.0
H 1.010 1.086 1.889 0.1 0.8 0.2
H -0.157 2.337 1.096 0.2 0.2 0.9
H 1.677 0.548 -0.151 0.0 -0.1 -0.6
H -0.947 2.982 -0.733 -0.1 -0.2 0.0
H 0.024 3.665 -1.944 -0.2 0.2 0.1
H -3.433 -0.026 0.740 -0.2 -0.2 0.0
H -4.730 0.219 1.524 0.0 0.0 0.0
O -4.368 -0.294 0.797 0.1 0.1 0.2
H -0.243 -2.456 -3.580 0.2 0.4 0.0
H -0.764 -1.288 -2.706 0.4 0.5 -0.6
O -0.934 -2.191 -2.971 -0.6 -0.6 0.3
H 2.010 -0.554 4.092 -0.3 0.1 0.2
H 2.138 -1.169 2.762 -0.4 0.1 -0.1
O 1.432 -0.829 3.369 1.0 0.1 0.1
H 2.310 -2.003 -0.898 0.0 0.2 0.0
H 1.197 -2.080 0.137 0.4 -0.1 -0.1
O 2.125 -1.748 0.015 -0.2 -0.1 -0.3
H -2.641 1.083 -0.833 -0.3 0.0 0.0
H -3.957 1.968 -0.903 0.0 -0.4 -0.1
O -3.015 1.966 -0.722 0.5 0.8 0.0
H 1.574 -0.223 -4.253 0.1 0.2 0.0
H 1.482 0.522 -2.881 0.3 0.2 -0.2
O 1.325 -0.326 -3.332 -0.2 -0.5 0.1
H 3.653 -1.999 1.265 -0.4 0.1 -0.1
H 3.208 -2.787 2.498 0.2 -0.1 -0.1
O 3.596 -1.948 2.226 0.4 -0.1 0.5
H -0.346 -2.153 -1.088 -0.6 -0.1 -0.1
H -0.787 -1.853 0.383 -0.4 0.0 -0.6
O -0.457 -2.544 -0.212 0.6 -0.2 0.9
```
Forces are in eV/Å.

Properties
SMILES	NC(=O)CNC(N)=O.O.O.O.O.O.O.O.O
HOMO-LUMO gap	10.4	eV
LUMO energy	0.36	eV
HOMO energy	-10.1	eV
2S+1	1

Which charges does natural (NBO) predict for the atoms? In e, they are: -0.7256 0.6843 -0.7879 -0.3351 -0.6241 0.7936 -0.8515 -0.7034 0.4137 0.4299 0.2377 0.2410 0.4290 0.4225 0.4071 0.4856 0.4595 -0.9613 0.4803 0.4842 -0.9487 0.4711 0.5054 -1.0027 0.4828 0.5029 -1.0192 0.5012 0.4880 -0.9890 0.4728 0.5040 -1.0028 0.5110 0.4777 -0.9564 0.4918 0.4862 -0.9556



# C3H24N2O7

8 unconnected molecules or ions with the total composition C3H24N2O7 at a distorted geometry (ωB97M-V/def2-TZVPD, the OMol25 dataset).

XYZ file:
```
36
Properties=species:S:1:pos:R:3:forces:R:3
C 0.189 -0.230 3.481 -0.2 0.1 1.1
C 0.625 0.928 2.572 -1.2 1.4 2.1
N -0.448 1.284 1.656 1.0 -0.3 -1.9
C -0.104 2.262 0.616 0.6 -0.5 1.6
N -0.259 3.641 1.056 -1.3 -0.5 -1.0
H -0.737 -0.771 3.257 0.4 0.1 -1.0
H -0.075 0.129 4.490 0.5 0.1 -0.2
H 1.000 -0.938 3.581 0.0 -0.3 0.1
H 0.770 1.828 3.214 0.2 -0.5 0.2
H 1.647 0.798 2.216 -0.5 -0.4 -1.1
H -1.308 1.555 2.113 0.2 0.0 0.3
H -0.770 2.023 -0.211 0.3 0.7 -0.4
H 0.960 2.078 0.364 -0.5 -0.3 -0.4
H 0.284 3.926 1.847 0.5 0.1 0.0
H -0.198 4.236 0.243 0.2 0.5 0.4
H -2.422 0.984 -0.488 0.1 0.4 0.0
H -2.951 0.777 -1.921 -0.1 0.4 0.0
O -3.005 0.446 -1.020 -0.4 -0.3 0.0
H -1.013 0.529 -4.273 0.1 0.0 0.3
H -1.724 0.082 -2.996 0.4 -0.2 -0.2
O -1.556 0.856 -3.544 -0.3 0.1 0.1
H -0.837 -0.642 -0.023 -0.3 0.3 0.1
H -2.300 -1.018 0.334 0.0 0.2 -0.3
O -1.402 -1.351 0.283 0.4 -1.0 0.3
H 1.163 -3.833 -1.979 -0.1 -0.1 -0.1
H 1.086 -2.404 -2.257 -0.2 0.0 0.2
O 1.110 -3.234 -2.739 0.2 -0.2 0.3
H 1.750 -0.299 0.429 0.0 0.0 0.0
H 3.158 -0.514 -0.128 0.0 -0.1 0.0
O 2.512 -0.887 0.481 0.2 0.2 -0.1
H 1.272 -1.050 -3.413 0.2 -0.3 0.1
H 0.248 -1.752 -4.348 0.3 -0.4 0.3
O 0.722 -0.937 -4.181 -0.5 1.0 -0.8
H 0.081 -2.707 0.583 0.0 0.3 0.1
H 1.668 -2.651 0.466 -0.5 0.2 0.2
O 0.867 -3.143 0.239 0.3 -0.7 -0.4
```
Forces are in eV/Å.

Properties
SMILES	CCNCN.O.O.O.O.O.O.O
HOMO-LUMO gap	9.2	eV
LUMO energy	0.01	eV
HOMO energy	-9.2	eV
2S+1	1
relative energy (zero: lowest compared OMol25 entry of this formula, charge and spin)	269.4	kJ/mol

Which charges does natural (NBO) predict for the atoms? In e, they are: -0.6346 -0.2392 -0.6629 -0.0383 -0.8725 0.2312 0.2078 0.2196 0.1565 0.2063 0.3746 0.1660 0.1466 0.3708 0.3699 0.4664 0.4905 -0.9552 0.5004 0.4677 -0.9698 0.4696 0.4966 -0.9643 0.4976 0.4527 -0.9533 0.4753 0.4815 -0.9489 0.4673 0.4926 -0.9566 0.5011 0.4923 -1.0052



# C3H24N6O9

A molecular structure, C3H24N6O9 at a distorted geometry (ωB97M-V/def2-TZVPD, the OMol25 dataset).

XYZ file:
```
42
Properties=species:S:1:pos:R:3:forces:R:3
C 7.825 16.993 12.936 -0.7 -0.9 1.4
O 6.688 17.438 12.703 4.8 3.7 1.1
N 7.987 15.959 13.791 1.0 -1.0 0.3
N 8.915 17.413 12.384 2.1 0.8 -0.6
H 8.895 15.919 14.231 -0.2 -0.3 0.0
H 7.234 15.638 14.383 -0.5 0.3 0.1
H 9.759 16.912 12.625 0.1 0.6 -0.5
H 8.797 18.205 11.769 0.6 -0.1 -0.5
C 3.695 17.807 13.547 1.1 2.7 -4.6
O 4.339 17.964 14.509 -9.8 4.3 3.8
N 4.112 18.301 12.383 1.8 1.7 4.0
N 2.591 17.160 13.535 -5.0 -2.2 -0.2
H 3.542 18.240 11.552 0.7 0.8 2.2
H 5.010 18.750 12.491 -0.3 0.1 -0.3
H 2.163 17.059 14.444 -0.2 -0.1 -0.2
H 2.007 17.435 12.758 -0.6 -0.3 0.5
C 4.140 18.222 9.913 2.6 0.9 -4.4
O 4.422 19.147 9.198 0.6 1.3 -0.3
N 4.917 17.210 10.214 0.0 -0.5 -2.4
N 2.995 18.080 10.462 -8.6 -0.9 -1.9
H 5.793 17.261 9.715 -1.3 0.3 0.2
H 4.496 16.402 10.651 -0.1 -0.4 -1.5
H 2.330 18.840 10.440 -0.2 -0.3 -0.5
H 2.731 17.139 10.717 -0.8 0.1 -0.4
O 5.056 13.981 14.072 1.5 -0.7 1.8
H 4.496 14.467 13.467 -0.4 -0.4 -0.2
H 4.932 13.063 13.828 -0.1 -0.1 0.0
O 3.659 14.792 12.263 -5.6 -3.1 -2.0
H 2.774 15.081 12.487 -0.5 -0.5 0.2
H 4.202 15.572 12.373 0.9 1.0 0.4
O 6.073 17.398 15.007 9.6 -3.3 4.3
H 6.795 17.583 14.408 -0.4 0.4 1.6
H 5.287 17.650 14.522 3.7 -0.6 -0.4
O 5.327 16.038 12.355 0.2 -2.9 -0.8
H 5.402 16.584 11.572 0.7 0.5 1.3
H 6.039 16.333 12.923 -1.0 -0.2 0.9
O 6.903 16.180 10.365 1.3 -9.1 -1.4
H 6.790 15.773 9.506 0.2 -0.3 -0.5
H 7.085 15.448 10.954 0.1 -0.5 0.6
O 7.188 18.225 10.578 1.7 6.6 -1.3
H 7.131 17.270 10.551 1.3 2.1 0.6
H 6.811 18.463 11.425 -0.1 0.4 -0.4
```
Forces are in eV/Å.

Properties
HOMO-LUMO gap	8.5	eV
LUMO energy	-0.01	eV
HOMO energy	-8.5	eV
2S+1	1
relative energy (zero: lowest compared OMol25 entry of this formula, charge and spin)	1520.9	kJ/mol

Which charges does natural (NBO) predict for the atoms? In e, they are: 0.7581 -0.7275 -0.8403 -0.8032 0.3866 0.4636 0.3988 0.4539 0.7950 -0.6096 -0.8762 -0.8198 0.3598 0.4044 0.4162 0.3644 0.7591 -0.6058 -0.8651 -0.8219 0.4477 0.4102 0.4294 0.3996 -0.9869 0.4753 0.4543 -0.9823 0.4547 0.4555 -1.0031 0.4121 0.4163 -1.0119 0.5024 0.5061 -0.8860 0.5094 0.5300 -1.0181 0.4248 0.4703



| no. | electronic energy (eV) |
| --- | --- |
| 1 | -23213.7671 |
| 2 | -23338.0765 |
| 3 | -3136.9263 |
| 4 | -24860.2806 |
| 5 | -34216.6788 |
| 6 | -28432.0693 |
| 7 | -20812.3044 |
| 8 | -30856.7775 |